No. 1
C5H12NOS | ωB97M-V/def2-TZVPD

Values from the calculation:
Max |F|   2.38 eV/Å
SMILES string   OCCCNCC[S-]
Gap between HOMO and LUMO   5.8 eV
HOMO level   -2.5 eV

```
! RIJCOSX wB97M-V def2-TZVPD def2/J DEFGRID3
* xyz -1 1
C -0.039 1.257 -1.073
C 0.891 0.992 -2.289
O 1.182 -0.341 -2.700
C 0.575 0.431 0.087
N -0.027 0.653 1.407
C -1.202 -0.262 1.635
C -0.974 -1.805 1.501
S -0.078 -2.554 2.993
H 0.083 2.329 -0.914
H -1.077 0.922 -1.051
H 0.527 1.565 -3.174
H 1.826 1.542 -2.079
H 1.010 -0.936 -1.976
H 0.550 -0.616 -0.234
H 1.625 0.725 0.128
H 0.658 0.373 2.100
H -2.010 -0.017 0.942
H -1.454 -0.029 2.669
H -1.901 -2.312 1.231
H -0.164 -1.917 0.797
*
```

Atomic partial charges in e from the natural (NBO) method, atoms 1 to 8: -0.4378 -0.0552 -0.7280 -0.2128 -0.6363 -0.2432 -0.5353 -0.7650

---

No. 2
C21H21N2O7 | ωB97M-V/def2-TZVPD

Values from the calculation:
Max |F|   1.96 eV/Å
Gap between HOMO and LUMO   5.6 eV
HOMO level   -3.6 eV

```
! RIJCOSX wB97M-V def2-TZVPD def2/J DEFGRID3
* xyz -1 1
C -6.235 -1.259 -0.126
N -5.236 -1.544 -1.133
C -5.641 -2.533 -2.109
C -3.925 -1.063 -1.044
C -2.960 -1.736 -0.256
C -1.654 -1.289 -0.211
C -1.258 -0.121 -0.906
C 0.116 0.337 -0.883
C 1.201 -0.463 -1.073
C 2.549 0.175 -1.083
O 2.718 1.364 -0.933
O 3.616 -0.651 -1.350
C 3.430 -2.048 -1.050
C 4.623 -2.810 -1.632
C 3.280 -2.276 0.440
O 2.277 -2.538 -1.773
C 1.107 -1.839 -1.663
O 0.091 -2.323 -2.108
C -2.249 0.603 -1.613
C -3.539 0.117 -1.726
H -5.842 -0.550 0.610
H -7.126 -0.829 -0.605
H -6.540 -2.184 0.385
H -4.817 -2.751 -2.798
H -5.951 -3.462 -1.607
H -6.502 -2.157 -2.680
H -3.258 -2.633 0.291
H -0.910 -1.826 0.380
H 0.311 1.401 -0.804
H 4.688 -2.646 -2.711
H 5.551 -2.475 -1.164
H 4.500 -3.881 -1.449
H 2.427 -1.726 0.850
H 3.150 -3.348 0.623
H 4.198 -1.946 0.939
H -1.947 1.529 -2.110
H -4.287 0.632 -2.334
O 1.309 6.270 1.162
N 2.208 5.839 1.913
O 3.165 6.538 2.307
C 2.153 4.466 2.349
C 3.172 4.005 3.203
C 3.115 2.678 3.657
C 2.104 1.827 3.254
C 1.102 2.223 2.244
O 0.336 1.403 1.690
C 1.124 3.643 1.918
H 3.966 4.689 3.498
H 3.893 2.327 4.338
H 2.043 0.800 3.615
H 0.355 4.046 1.266
*
```

Atomic partial charges in e from the natural (NBO) method, atoms 1 to 8: -0.3909 -0.5006 -0.3902 0.1529 -0.1791 -0.1503 -0.0878 0.0799

---

No. 3
C17H30F3NO3P2Tc | ωB97M-V/def2-TZVPD

Values from the calculation:
Max |F|   4.18 eV/Å
Gap between HOMO and LUMO (spin up / spin down)   6.7 / 6.6 eV
HOMO level (spin up / spin down)   -6.5 / -7.4 eV
Expectation value of S²   3.799

```
! RIJCOSX wB97M-V def2-TZVPD def2/J DEFGRID3
* xyz 0 4
Tc 0.219 -0.040 -0.149
P 2.285 -0.316 -1.170
P -2.046 0.520 0.990
N -0.589 0.154 -1.781
H 0.274 -1.636 -0.045
C 3.020 -1.998 -1.337
H 3.998 -1.942 -1.835
H 2.349 -2.620 -1.944
H 3.146 -2.459 -0.350
C 3.723 0.582 -0.455
H 4.647 0.317 -0.984
H 3.833 0.353 0.611
H 3.547 1.659 -0.562
C 2.421 0.252 -2.909
H 3.445 0.111 -3.285
H 2.165 1.317 -2.961
H 1.724 -0.321 -3.531
C -3.240 -0.787 1.500
H -4.213 -0.364 1.820
H -2.880 -1.438 2.294
H -3.379 -1.412 0.609
C -1.981 1.843 2.250
H -2.977 1.991 2.686
H -1.612 2.791 1.828
H -1.300 1.548 3.035
C -3.170 1.383 -0.181
H -4.116 1.628 0.309
H -3.386 0.756 -1.048
H -2.739 2.314 -0.554
C -1.109 0.288 -3.019
C -2.044 -0.630 -5.128
C -1.532 -0.827 -3.847
C -1.243 1.588 -3.636
C -1.761 1.745 -4.917
C -2.170 0.649 -5.676
H -2.359 -1.489 -5.721
H -1.433 -1.833 -3.435
H -0.912 2.448 -3.053
H -1.851 2.748 -5.330
H -2.580 0.790 -6.677
C 1.971 -0.065 2.450
O 1.577 0.678 1.506
C 2.359 -1.473 2.248
H 2.379 -1.971 3.220
H 3.350 -1.510 1.771
H 1.619 -2.051 1.674
C 2.115 0.484 3.821
H 1.631 -0.158 4.565
H 1.736 1.489 3.899
H 3.175 0.454 4.103
F -0.794 -1.227 5.670
C -1.080 -0.525 4.552
F -2.432 -0.336 4.497
F -0.542 0.731 4.755
C -0.539 -1.241 3.281
O -0.140 -2.396 3.409
O -0.558 -0.547 2.167
*
```

Atomic partial charges in e from the natural (NBO) method, atoms 1 to 8: 0.5830 1.0975 1.0668 -0.5728 -0.0514 -0.9309 0.2279 0.2496

---

No. 4
C11H22N2O3 | ωB97M-V/def2-TZVPD

Values from the calculation:
Max |F|   5.83 eV/Å
SMILES string   CC(C)C[C@H](NC(=O)[C@@H](N)C(C)C)C(=O)O
Gap between HOMO and LUMO   9.9 eV
HOMO level   -9.4 eV

```
! RIJCOSX wB97M-V def2-TZVPD def2/J DEFGRID3
* xyz 0 1
C -1.659 0.057 0.490
C -0.924 -1.157 1.188
C -3.038 -0.567 0.037
C -2.950 -1.567 -1.154
C -4.035 0.578 -0.200
C 1.291 -1.188 -0.117
C 2.172 -2.473 -0.213
C 2.156 -0.006 0.315
C 1.862 1.557 0.339
C 3.021 2.090 1.188
C 1.685 2.266 -0.948
H -1.611 1.694 -0.459
H -0.083 1.074 -0.397
H -1.870 0.608 1.327
H -3.481 -1.058 1.049
H -3.791 -1.630 -1.838
H -2.658 -2.570 -0.786
H -2.136 -1.008 -1.800
H -4.614 0.494 -1.080
H -3.571 1.581 -0.335
H -4.708 0.757 0.644
H 0.354 -2.673 1.130
H 0.763 -1.059 -1.052
H 3.046 -0.038 -0.411
H 2.480 -0.212 1.260
H 0.980 1.635 1.089
H 2.917 1.780 2.255
H 4.081 1.960 0.736
H 3.001 3.146 1.208
H 1.353 3.353 -0.808
H 2.619 2.268 -1.597
H 0.891 1.935 -1.522
H 3.638 -3.268 -1.097
N -1.006 0.870 -0.480
N 0.408 -1.603 0.961
O -1.595 -1.713 1.945
O 1.840 -3.574 0.210
O 3.171 -2.341 -1.076
*
```

Atomic partial charges in e from the natural (NBO) method, atoms 1 to 8: -0.1381 0.7115 -0.2144 -0.6410 -0.6123 -0.1585 0.8023 -0.3989

---

Sequential energy above the lowest of the compared OMol25 structures with the same formula, charge and spin output: 46.1, 11.9, 0.0, 94.5 kcal per mole